Record 1
93
Properties=species:S:1:pos:R:3:forces:R:3:mulliken_charge:R:1 method="wB97M-V/def2-TZVPD" e_homo_ev=-7.666 largest_force_ev_per_a=0.480 spin_multiplicity=1 mol_weight_da=794.61 energy_ha=-3523.7334 gap_ha=0.288
Be -0.44602 -0.29114 -0.44905 -0.05 0.02 -0.48 -0.93
O -2.45421 1.67417 2.48345 0.12 -0.01 -0.17 -0.74
C -2.46609 0.63985 3.34830 -0.02 -0.12 0.05 0.62
C -3.02511 0.88154 4.60341 0.01 -0.01 0.01 -0.73
C -3.10766 -0.12894 5.53853 0.00 -0.03 0.01 -0.37
C -2.64879 -1.41098 5.24247 -0.01 0.00 0.01 -0.84
C -2.10509 -1.65880 3.99993 0.05 0.04 -0.01 -0.54
C -1.99226 -0.64619 3.04426 0.06 0.05 0.03 0.51
C -1.39969 -0.95585 1.73224 0.04 0.08 -0.11 0.96
O -0.90566 0.02991 1.01911 0.04 0.11 0.21 0.95
N -1.40675 -2.16080 1.27546 -0.09 -0.17 -0.06 -0.74
N -0.91920 -2.16199 -0.04250 0.06 0.11 0.38 0.34
C -0.61546 -3.35584 -0.41283 -0.18 0.01 0.05 0.19
S -0.74683 -4.68972 0.72706 0.01 0.05 -0.13 -0.01
C 0.00124 -5.90137 -0.39746 -0.03 0.00 0.05 -0.59
C -0.44350 -5.55424 -1.79917 -0.08 0.07 0.05 -0.60
S -0.13546 -3.78106 -2.03633 0.11 -0.35 -0.16 0.09
H -1.95214 1.41663 1.68728 0.01 0.03 0.06 0.22
H -3.38927 1.87783 4.81483 0.01 0.01 0.00 0.45
H -3.53579 0.07978 6.51062 -0.01 0.01 0.01 0.41
H -2.71594 -2.20152 5.97706 0.00 0.00 0.00 0.40
H -1.74099 -2.64322 3.73675 0.00 -0.01 0.01 0.48
H -0.33960 -6.88975 -0.09101 0.00 -0.01 0.01 0.38
H 1.08642 -5.84970 -0.30733 0.00 -0.04 -0.01 0.28
H -1.50499 -5.75303 -1.94286 -0.01 -0.07 0.02 0.31
H 0.13012 -6.07838 -2.56294 0.01 -0.03 0.01 0.40
C -3.44581 1.67709 -2.31721 0.00 -0.05 0.03 -0.81
N -2.25014 1.78825 -3.12951 -0.02 0.12 0.00 0.30
C -2.20328 1.81657 -4.50773 0.01 -0.06 -0.01 -0.50
C -0.90210 1.95058 -4.84259 0.01 -0.14 -0.01 -0.51
N -0.15984 2.00082 -3.68435 0.07 0.21 -0.04 0.16
B 1.36153 2.29427 -3.63245 -0.05 -0.05 0.02 0.45
N 2.20739 1.00001 -3.26118 -0.01 0.03 0.08 0.30
C 3.57392 1.05135 -3.42123 0.01 -0.06 -0.04 -0.94
C 4.10990 -0.09178 -2.94016 0.00 0.04 -0.07 -0.34
N 3.05836 -0.84549 -2.47674 0.04 -0.06 0.08 0.28
C 3.14212 -2.17705 -1.90587 0.04 -0.03 -0.06 -0.96
C 1.90507 -0.16742 -2.68358 0.00 0.12 -0.08 -0.29
S 0.37839 -0.91761 -2.38804 -0.03 0.29 0.14 -0.47
C -0.99667 1.91297 -2.64363 -0.02 -0.11 0.02 -0.69
S -0.61671 1.91380 -0.97190 -0.04 -0.06 0.07 -0.31
H -4.31178 1.74246 -2.97113 0.00 0.00 0.00 0.32
H -3.47105 2.47845 -1.58192 -0.01 0.00 -0.02 0.36
H -3.46018 0.72524 -1.78651 0.01 0.00 -0.02 0.24
H -3.08808 1.73871 -5.11230 -0.02 0.01 0.00 0.43
H -0.43405 2.00750 -5.80742 0.02 0.03 -0.01 0.50
H 1.70621 2.61688 -4.74416 0.02 0.01 0.02 -0.23
H 1.58848 3.13531 -2.79970 0.01 -0.04 -0.05 -0.08
H 4.04895 1.90815 -3.86273 0.00 0.04 0.01 0.51
H 5.12804 -0.43159 -2.88458 0.01 -0.01 0.01 0.56
H 4.18124 -2.38171 -1.65853 0.03 0.03 0.01 0.40
H 2.78051 -2.92258 -2.61508 0.00 0.05 0.04 0.38
H 2.53293 -2.22792 -1.00528 0.02 0.01 0.01 0.17
C 5.65277 -0.22851 0.44846 -0.03 -0.04 0.00 -2.19
C 4.98588 -0.38194 1.81598 -0.12 0.14 -0.03 1.86
C 4.71061 -1.86358 2.06837 0.01 -0.01 -0.05 -1.84
C 5.94690 0.13096 2.88387 -0.02 -0.09 -0.04 -1.68
Sb 2.98551 0.58572 1.61182 0.07 0.03 0.08 1.31
C 2.19237 0.66553 3.68602 0.13 -0.07 -0.15 1.84
C 0.99487 1.61229 3.68584 -0.04 0.01 0.01 -2.03
C 3.15998 1.08755 4.78503 -0.06 -0.01 0.01 -1.70
C 1.69479 -0.75553 3.96289 -0.05 0.00 -0.06 -1.75
C 3.48336 2.67440 1.05031 -0.05 -0.16 0.07 1.98
C 4.69828 3.27731 1.74268 -0.01 0.02 -0.07 -1.72
C 3.70641 2.62242 -0.46101 -0.06 0.02 0.02 -1.72
C 2.25810 3.54895 1.31155 -0.02 0.00 -0.02 -1.69
H 6.50306 -0.91729 0.36962 0.02 0.00 0.01 0.54
H 6.03624 0.78166 0.30259 0.00 0.03 -0.02 0.29
H 4.96474 -0.44632 -0.37315 0.03 -0.01 0.03 0.25
H 5.64770 -2.42976 1.99888 0.01 0.00 0.00 0.46
H 4.01139 -2.28294 1.33982 0.00 0.00 0.00 0.22
H 4.30153 -2.03528 3.06346 -0.02 -0.02 0.03 0.37
H 6.89683 -0.41223 2.79494 0.01 0.01 0.00 0.49
H 5.57589 -0.03871 3.89040 -0.03 -0.02 0.06 0.29
H 6.16654 1.18962 2.77920 0.00 0.09 -0.01 0.22
H 1.30580 2.64922 3.79303 -0.01 0.03 0.00 0.30
H 0.34479 1.37454 4.53529 -0.02 0.00 0.02 0.57
H 0.39367 1.53289 2.78047 -0.09 -0.03 -0.04 0.39
H 3.65681 2.03319 4.56520 0.01 0.03 -0.01 0.20
H 3.92022 0.33205 4.97066 0.05 -0.02 0.00 0.31
H 2.60187 1.21782 5.72055 0.00 0.00 0.01 0.47
H 1.01322 -1.11101 3.18485 -0.01 0.03 0.03 0.17
H 1.14844 -0.77873 4.91323 0.00 0.01 0.00 0.46
H 2.51518 -1.46961 4.03431 0.03 -0.03 0.02 0.26
H 5.62253 2.79364 1.42738 0.05 -0.03 0.02 0.33
H 4.63123 3.22115 2.82961 0.00 0.01 0.03 0.18
H 4.78024 4.33682 1.47010 0.01 0.00 0.00 0.48
H 4.58050 2.03291 -0.73661 0.01 -0.03 -0.01 0.15
H 3.85547 3.63892 -0.84521 0.01 0.01 0.01 0.59
H 2.83328 2.21024 -0.97340 0.02 0.04 0.02 0.18
H 2.15852 3.80528 2.36408 -0.01 0.00 0.03 0.36
H 1.32962 3.08222 0.97412 0.01 0.02 -0.01 0.13
H 2.36446 4.48621 0.75310 0.02 0.01 0.01 0.53

---

Record 2
44
Properties=species:S:1:pos:R:3:forces:R:3:nbo_charge:R:1 method="wB97M-V/def2-TZVPD" e_homo_ev=-8.500 smiles="O=C1OC[C@@](CCO)([PH2]=S)O1.ClCCCl.ClCCCl.ClCCCl" largest_force_ev_per_a=4.769 spin_multiplicity=1 mol_weight_da=493.04 energy_ha=-4233.3350 gap_ha=0.327
O -2.23583 -3.77534 2.79703 -1.21 -1.60 2.71 -0.51
C -1.98851 -3.23469 1.81729 0.93 1.67 -4.37 0.98
O -1.22793 -3.68475 0.75511 0.46 -0.44 1.00 -0.51
C -0.22390 -2.62548 0.67975 -1.78 -0.90 -0.24 -0.13
C -1.16727 -1.39058 0.80526 0.15 1.38 1.20 -0.04
C -0.56610 -0.29220 1.73581 -0.54 0.82 -0.25 -0.46
C 0.42815 0.61553 0.95267 -0.08 -0.93 -0.61 -0.09
O 1.62476 0.90643 1.66243 -0.38 0.25 -0.17 -0.72
P -1.88277 -0.62374 -0.74974 0.90 -1.93 -1.69 0.84
S -1.53631 -1.86724 -2.24078 -0.30 0.25 0.03 -0.64
O -2.34964 -1.94873 1.43933 0.52 0.00 1.04 -0.54
H 0.32613 -2.78025 1.61845 0.45 0.67 -0.60 0.21
H 0.31911 -2.80160 -0.25248 0.01 0.49 0.30 0.25
H -0.13341 -0.68614 2.66915 0.05 -0.15 -0.50 0.25
H -1.42033 0.33827 2.04811 0.31 -0.30 0.03 0.21
H -0.11243 1.53119 0.63188 0.40 -0.16 0.28 0.15
H 0.73516 0.11056 -0.00443 -1.00 0.46 1.81 0.18
H 2.29332 1.03554 0.97418 -0.02 0.05 0.33 0.47
H -3.27521 -0.37931 -0.60159 0.55 0.19 0.63 0.01
H -1.26769 0.58715 -1.09546 -0.13 0.01 1.04 0.00
Cl 2.71786 -1.99546 1.96451 0.21 -0.17 -0.01 -0.06
C 3.88402 -1.82807 3.29865 0.21 0.05 0.06 -0.38
C 3.29823 -2.26559 4.61857 0.07 -0.07 0.06 -0.39
Cl 2.02235 -1.15888 5.18635 -0.04 -0.02 -0.03 -0.05
H 4.21257 -0.79082 3.33053 -0.13 0.00 0.00 0.23
H 4.74287 -2.45125 3.05091 -0.06 -0.05 0.02 0.22
H 4.07543 -2.27255 5.38215 0.01 0.06 -0.05 0.22
H 2.87279 -3.26523 4.55427 -0.05 0.07 -0.05 0.22
Cl -2.61871 5.01679 -3.03896 0.03 -0.02 -0.02 -0.05
C -4.04037 3.95561 -2.88214 -0.13 0.03 -0.01 -0.39
C -3.76527 2.76595 -1.99574 -0.11 0.07 0.12 -0.39
Cl -2.61573 1.62347 -2.74176 -0.31 0.37 -0.54 -0.05
H -4.34327 3.64707 -3.88067 0.09 -0.02 0.02 0.23
H -4.84034 4.55732 -2.45205 0.04 -0.03 0.06 0.23
H -4.68856 2.21451 -1.81901 0.01 0.01 -0.09 0.23
H -3.36002 3.07157 -1.03229 0.07 0.03 -0.08 0.22
Cl 1.66510 0.05413 -1.71100 0.87 -0.04 -1.36 -0.05
C 1.32693 1.02121 -3.17232 -0.12 0.03 -0.30 -0.39
C 2.58985 1.49164 -3.84971 -0.01 -0.04 -0.10 -0.39
Cl 3.45931 2.70829 -2.87906 0.02 -0.02 0.03 -0.06
H 0.69324 1.85794 -2.88211 0.08 -0.02 0.07 0.23
H 0.75850 0.38076 -3.84738 0.05 -0.06 0.06 0.24
H 2.34321 1.96185 -4.80104 -0.06 0.02 0.06 0.23
H 3.27071 0.66510 -4.04266 -0.01 0.03 0.09 0.23